(1)
Here is one molecule with the formula C6H10O in a non-equilibrium geometry from the OMol25 dataset. Energies are from wB97M-V/def2-TZVPD.

Atoms and positions in Å:
O 0.597 -0.901 1.665
C 1.142 -1.115 0.601
C 1.666 -0.008 -0.288
C 0.746 1.223 -0.327
C -0.714 0.870 -0.650
C -1.087 -0.584 -0.809
C -1.537 0.154 0.402
H 1.387 -2.158 0.330
H 2.634 0.245 0.162
H 1.870 -0.375 -1.301
H 1.137 1.919 -1.081
H 0.798 1.742 0.636
H -1.212 1.599 -1.292
H -1.704 -1.006 -1.593
H -0.263 -1.277 -0.561
H -2.575 0.366 0.642
H -0.916 -0.145 1.256

Computed properties:
- E_HOMO: -0.3588 hartree
- Energy above the lowest of the compared OMol25 structures with the same formula, charge and spin: 35.0 kcal per mole
- SMILES: O=CCCC1CC1
- HOMO-LUMO gap: 10.81 eV
- Energy: -309.78656 a.u.
- F_max: 0.0226 Eh/bohr


(2)
Here is C4H5NO as an isolated structure from the OMol25 dataset. Energies are from wB97M-V/def2-TZVPD.

Atoms and positions in Å:
C -1.580 -0.122 -0.229
C -0.103 -0.235 -0.160
C -0.358 0.372 1.056
O 2.269 0.385 0.592
C 2.087 -0.303 -0.395
N 0.840 -0.623 -0.947
H -1.708 0.286 0.940
H -2.157 -1.030 -0.055
H -1.978 0.558 -0.981
H -0.240 1.453 1.135
H 2.928 -0.740 -0.955

Computed properties:
- E_HOMO: -0.3418 hartree
- Energy above the lowest of the compared OMol25 structures with the same formula, charge and spin: 100.5 kcal per mole
- HOMO-LUMO gap: 9.81 eV
- Energy: -285.25437 a.u.
- F_max: 0.0093 Eh/bohr


> Number 2 is which compound?

C4H5NO